No. 1
This record from the OMol25 dataset describes a cluster of 12 separate species, C4H31NO13 in total in a non-equilibrium geometry. The level of theory is ωB97M-V/def2-TZVPD.

```
49
Properties=species:S:1:pos:R:3:forces:R:3:lowdin_charge:R:1
C -0.308 -1.287 -0.688 1.5756 0.7240 -1.3750 -0.079
C -1.612 -1.440 -1.531 0.0825 0.4828 4.7984 -0.181
O -2.351 -2.450 -0.854 -0.2266 -1.4691 -1.6829 -0.052
C -0.172 0.206 -0.416 0.5586 -0.7652 2.4628 -0.435
N 0.054 1.005 -1.464 0.2410 2.0069 2.2016 0.064
C 0.317 2.443 -1.161 -1.8171 0.1546 -3.1719 -0.014
O -0.235 0.649 0.768 -0.0234 -0.5958 -1.5637 -0.031
H -0.177 -2.003 0.145 -1.2533 1.1309 0.2123 0.097
H 0.669 -1.608 -1.170 -1.4345 0.7307 -0.6940 0.110
H -1.432 -1.951 -2.359 0.8370 -1.1915 -3.9239 0.040
H -2.113 -0.461 -1.668 -0.0684 -0.7455 -0.0089 0.131
H -2.828 -2.245 -0.089 -0.8675 1.2490 1.6899 0.066
H 0.051 0.721 -2.393 0.0589 -1.0715 -1.5766 0.108
H 0.455 2.422 -0.110 0.2263 0.9929 0.6821 0.037
H 1.157 2.811 -1.787 -0.1340 -0.4361 0.7983 0.090
H -0.588 3.079 -1.560 1.4615 -1.1035 1.3523 0.118
H -0.733 -1.951 -4.369 -1.5320 -0.8973 -0.7935 0.028
H 0.503 -2.149 -3.607 2.6737 -3.3811 2.2955 -0.018
O 0.023 -1.533 -4.032 -0.9020 4.3775 -1.7503 0.027
H 2.422 -3.505 -0.624 -0.0051 0.8715 0.0665 0.055
H 1.856 -2.220 0.021 0.2972 -0.2747 0.2168 -0.035
O 2.566 -2.538 -0.552 0.2822 -0.7743 -0.3101 -0.075
H 0.566 1.778 1.853 2.2353 1.7131 0.6547 0.051
H 1.854 1.999 2.624 3.2101 -2.0698 1.5860 -0.053
O 1.179 2.508 2.307 -5.4810 0.2434 -2.4554 -0.084
H -1.338 1.310 3.406 -0.4011 -0.3727 0.0323 -0.008
H -1.536 1.391 4.819 -0.2098 3.7696 4.3087 -0.039
O -1.516 0.778 4.188 0.3458 -3.8331 -4.0101 0.002
H 3.716 0.613 1.614 1.9220 -3.3690 -0.8136 -0.071
H 2.853 1.589 1.093 1.3206 0.2442 2.4225 0.109
O 3.393 1.389 1.952 -2.8390 3.3622 -1.3459 -0.064
H -0.795 -4.160 -0.499 -0.8211 1.8417 0.1531 0.003
H -0.285 -5.409 -0.692 1.2917 -0.0707 -0.2902 0.064
O 0.069 -4.495 -0.705 -0.5143 -1.6602 0.0553 -0.048
H -3.806 2.136 -2.250 -0.3411 -2.1236 -2.1030 0.073
H -3.127 1.460 -3.515 -0.7601 0.0441 0.4551 0.027
O -3.967 1.437 -3.009 1.2211 2.0604 1.7922 -0.124
H 1.632 -2.521 2.419 0.4282 0.6423 -2.1075 0.103
H 0.895 -1.327 2.499 0.9132 0.0455 -2.7552 0.123
O 1.442 -1.785 1.744 -1.3828 -0.5328 5.2559 -0.116
H -0.652 2.480 2.451 0.6213 0.7559 0.0728 -0.039
H -1.166 3.955 2.358 -0.4402 -2.2386 0.0726 0.120
O -1.461 2.986 2.366 -0.4874 2.2750 -0.1557 -0.084
H 3.993 -0.992 0.223 -1.0725 -2.3094 -0.2685 -0.010
H 5.273 -0.360 0.759 0.5891 -0.3245 0.2184 0.060
O 4.486 -0.209 0.251 0.7294 1.8708 -0.4855 -0.004
H -2.372 2.488 0.660 3.3813 -0.3977 3.0369 -0.079
H -3.831 2.355 0.536 0.6592 0.2887 -0.5286 0.070
O -3.020 2.612 0.049 -4.1488 0.1302 -2.7229 -0.034
```
Forces are in eV/Å.

Output
- SMILES string = CNC(=O)CCO.O.O.O.O.O.O.O.O.O.O.O
- maximum force (eV/A) = 6.011
- Kohn-Sham gap (eV) = 10.15
- LUMO (eV) = 0.09
- energy above the lowest of the compared OMol25 structures with the same formula, charge and spin (kcal per mole) = 137.59

---

No. 2
This record from the OMol25 dataset describes a structure of composition C4H32BO24 in a non-equilibrium geometry. The level of theory is ωB97M-V/def2-TZVPD.

```
61
Properties=species:S:1:pos:R:3:forces:R:3:lowdin_charge:R:1
O 2.197 -2.715 -1.330 0.6207 -0.0406 2.4288 0.131
C 2.059 -1.999 -0.339 0.1150 -2.7752 -5.2168 -0.364
O 2.386 -0.781 -0.364 1.0242 2.2077 0.6213 0.304
B 1.388 -0.113 0.445 -0.4799 1.2708 0.8704 -0.833
O 0.696 -1.154 1.217 0.0367 2.9540 -0.1458 0.271
C 1.127 -2.251 0.736 -0.7170 -2.6100 2.1578 -0.428
O 0.776 -3.298 1.190 0.1303 -1.7820 -0.3372 0.175
O 0.439 0.640 -0.433 -1.5365 -5.3176 -0.6708 0.274
C 0.806 1.815 -0.446 -1.0459 5.3612 -4.4326 -0.414
O 0.489 2.670 -1.293 0.6256 -1.4459 2.0686 0.090
C 1.631 1.997 0.698 0.0773 6.5763 0.7596 -0.534
O 1.972 0.965 1.213 1.9722 -8.2296 2.5276 0.355
O 1.844 3.022 1.246 0.5237 3.6648 0.3717 0.196
O -1.565 0.452 1.512 -0.1354 0.5767 0.4535 -0.042
H -1.706 0.143 0.612 -0.4125 -0.1184 -0.6803 0.017
H -2.173 -0.020 2.088 -0.1312 -0.2114 -0.0506 0.096
O -1.174 -5.150 3.115 -0.5429 -1.0690 -0.1684 -0.061
H -0.736 -4.330 3.310 0.0350 0.6047 0.4549 -0.041
H -0.786 -5.469 2.295 0.2561 -0.0356 0.1707 -0.025
O 1.604 5.748 0.157 -0.7074 -0.0469 0.0441 -0.088
H 2.206 5.066 0.492 -0.6242 -0.0518 -0.0804 0.012
H 0.704 5.346 0.154 1.2595 0.1534 -0.0294 0.030
O -0.396 -2.625 3.571 -0.9542 -0.7287 -0.0229 -0.028
H 0.119 -2.851 2.792 0.2849 0.2932 -0.2855 -0.007
H 0.026 -1.922 4.027 0.6866 1.0813 0.5181 0.030
O 2.138 2.781 -3.540 0.9717 -0.1881 -1.9032 -0.055
H 2.126 1.814 -3.503 -0.0352 0.0510 0.4202 -0.015
H 1.757 3.120 -2.757 -0.6522 0.3429 1.2760 -0.022
O -0.287 3.476 3.762 0.3685 0.1216 0.5830 -0.026
H -0.504 3.794 2.891 0.2662 0.1746 -0.9351 0.009
H -1.131 3.201 4.098 -0.7293 0.0053 0.5886 0.038
O -0.128 -1.342 -2.697 -1.5300 0.4598 -0.4935 -0.018
H -0.338 -2.260 -2.621 0.4645 -1.4093 0.5086 0.053
H -0.685 -1.156 -3.471 0.3262 0.6694 0.1319 0.090
O -0.063 0.706 3.722 0.0046 -0.2371 0.7056 -0.037
H -0.240 1.647 3.697 0.6975 0.7238 0.5577 -0.024
H -0.395 0.510 2.857 -0.0480 -0.9371 -0.9013 -0.039
O 2.024 0.028 -3.049 1.7677 0.2522 0.1056 -0.036
H 2.643 -0.473 -2.489 -0.0105 0.5082 -0.5109 0.059
H 1.209 -0.390 -2.809 -1.0904 -0.4531 -0.0303 -0.038
O -1.363 3.230 1.112 0.8749 0.3494 -0.2067 -0.026
H -2.132 3.702 1.396 -0.8494 0.2263 0.2452 0.064
H -1.487 2.293 1.293 -0.3268 -0.6910 0.2646 0.026
O -2.089 -2.459 0.456 -1.5540 -2.2648 0.3267 0.006
H -2.539 -2.082 -0.282 -0.0400 0.9218 -0.7049 0.017
H -1.350 -1.974 0.728 1.4722 1.3505 0.3521 -0.034
O -1.768 4.273 -1.409 -1.7643 -0.4765 1.4871 -0.101
H -1.396 3.790 -0.625 0.0242 0.5009 -1.0377 -0.017
H -2.736 4.263 -1.152 1.5351 0.2353 -0.7601 0.051
O -0.869 1.735 -3.387 -1.4326 -1.0275 -0.9576 -0.050
H -0.250 2.002 -2.709 0.7729 0.4508 0.1540 -0.032
H -0.429 1.428 -4.190 0.3368 0.4214 0.5308 0.047
O -2.430 0.252 -1.149 -0.1823 -1.7956 0.9234 -0.013
H -2.792 1.114 -1.178 -0.3875 1.4565 -0.3669 0.039
H -1.633 0.256 -1.669 0.6832 0.2833 -0.7504 0.003
O -0.360 -6.620 0.753 1.1422 0.2008 -0.3534 -0.033
H -1.260 -6.789 0.960 -1.3450 -0.4127 0.2651 0.025
H -0.384 -5.778 0.291 0.1520 0.2082 -0.1681 0.040
O 1.585 -3.575 -3.686 -0.0084 -0.7168 0.0660 -0.069
H 1.642 -4.486 -3.382 -0.2959 -0.4926 -0.5761 0.034
H 2.003 -3.207 -2.900 0.0608 0.9067 -0.1626 -0.031
```
Forces are in eV/Å.

Output
- charge = -1
- maximum force (eV/A) = 8.832
- Kohn-Sham gap (eV) = 9.43
- LUMO (eV) = 1.53
- energy above the lowest of the compared OMol25 structures with the same formula, charge and spin (kcal per mole) = 75.47

---

No. 3
This record from the OMol25 dataset describes a cluster of 12 separate species, C4H32N2O12S in total in a non-equilibrium geometry. The level of theory is ωB97M-V/def2-TZVPD.

```
51
Properties=species:S:1:pos:R:3:forces:R:3:lowdin_charge:R:1
O 0.888 0.791 0.888 5.5646 -1.3263 -3.0500 0.092
C -0.147 0.904 1.379 -4.5462 1.6562 2.8039 -0.536
N -1.326 0.454 0.790 -0.6675 0.1815 -0.7579 0.076
C -2.513 1.417 0.787 -0.0776 1.2773 0.6800 -0.203
N -3.885 0.926 0.849 1.4776 3.1098 2.4230 0.036
C -0.206 1.555 2.802 2.3559 0.9050 -2.3371 -0.141
C 1.240 2.037 3.282 -1.7400 -0.0122 -2.2924 -0.427
S 1.764 3.533 2.263 -0.7858 -0.0575 1.6297 0.720
H -1.156 -0.041 -0.157 -0.3560 1.1937 2.2470 0.125
H -2.385 2.337 1.578 -0.1748 -2.7400 -1.8529 0.173
H -2.439 1.890 -0.177 -0.0107 0.3794 -0.1289 0.060
H -4.040 0.396 1.664 -0.5156 0.3972 1.6124 0.028
H -4.135 0.267 0.221 -0.2259 -1.8977 -3.3288 -0.006
H -0.960 2.292 2.813 -0.3705 1.3729 0.1484 0.069
H -0.635 0.794 3.313 -0.7762 -2.4735 2.5649 0.056
H 1.929 1.202 3.314 0.2529 0.1478 -0.3927 0.077
H 1.202 2.463 4.243 -0.3000 0.3869 1.2992 0.031
H 2.457 3.033 1.290 0.5566 -0.9291 -0.8381 -0.203
H 2.610 -0.414 0.229 -1.7332 4.3027 1.9564 -0.046
H 2.622 -1.891 0.561 0.9194 2.3699 -1.1420 0.076
O 2.924 -1.172 -0.117 0.8507 -6.2020 0.3033 -0.035
H 0.751 -2.729 1.952 -1.8335 0.5517 0.7021 0.044
H 1.880 -3.572 2.505 1.4399 -3.0790 4.4233 -0.004
O 1.600 -3.079 1.833 0.2868 2.7733 -4.9457 0.057
H -2.259 -0.353 3.138 -0.1624 -0.5284 0.2447 0.020
H -3.233 -0.749 2.140 -0.4260 -0.3167 -1.8194 -0.059
O -2.902 -1.058 2.954 0.9847 0.0268 1.8644 -0.037
H 2.252 -3.026 -0.342 1.1037 1.5062 0.5858 -0.067
H 1.098 -3.772 -0.626 -0.5375 -0.7164 -0.0660 0.021
O 2.034 -3.788 -0.818 -0.7411 -1.5313 -1.3691 -0.026
H 1.155 -0.753 -4.579 -0.4415 1.6858 -0.2810 0.072
H 1.769 0.689 -4.842 -2.8842 -1.6650 0.1866 0.124
O 0.850 0.180 -4.799 3.3181 0.0622 0.0178 -0.127
H -4.130 -2.095 -0.046 -1.5973 -1.3487 0.0255 0.020
H -2.571 -2.094 -0.149 -3.0950 2.6661 -0.1286 0.143
O -3.460 -1.452 -0.103 4.8300 -2.1650 -0.3206 -0.101
H -0.716 -1.039 -1.745 -0.0897 -1.6470 0.2905 0.029
H -0.034 -2.375 -1.753 1.0255 -0.6296 -0.2943 0.002
O -0.854 -2.009 -1.463 -0.8718 1.9724 0.0313 -0.087
H -4.061 2.448 -2.035 -0.7334 -0.3301 0.4282 0.019
H -2.553 2.504 -1.714 -1.1231 0.4431 -1.0676 0.018
O -3.239 2.770 -2.376 1.7812 0.0117 0.3649 -0.056
H 2.700 -0.590 -1.973 -2.3254 0.3456 3.8733 -0.065
H 3.500 -1.682 -2.640 -0.0465 0.0009 0.3985 0.071
O 3.144 -0.795 -2.722 2.0625 -0.6039 -4.9144 -0.018
H 4.119 0.606 -2.020 -0.7993 -0.7427 -1.4764 -0.024
H 4.299 1.891 -1.279 -2.6833 8.6927 0.2234 -0.080
O 4.532 1.083 -1.335 3.7503 -7.6628 1.3250 0.053
H 0.116 1.113 -1.652 0.1453 0.3444 0.4009 0.035
H 0.127 0.628 -3.153 0.6573 -0.9609 1.8772 0.088
O 0.275 0.328 -2.174 -0.6919 0.8029 -2.1278 -0.087
```
Forces are in eV/Å.

Output
- SMILES string = NCNC(=O)CCS.O.O.O.O.O.O.O.O.O.O.O
- maximum force (eV/A) = 9.100
- Kohn-Sham gap (eV) = 9.45
- LUMO (eV) = 0.01
- energy above the lowest of the compared OMol25 structures with the same formula, charge and spin (kcal per mole) = 126.64